No. 1
This record from OMol25 describes a 5-piece molecular cluster, CH12O4S overall at a distorted geometry. The level of theory is wB97M-V/def2-TZVPD.

- Highest occupied orbital energy: -9.3 eV
- M: 120.170 g mol⁻¹
- Multiplicity: 1
- SMILES string: CS.O.O.O.O
- Gap between HOMO and LUMO: 0.357 Eh
- ΔE to the lowest compared entry with this formula, charge and spin: 75.7 kJ/mol
- Total charge: 0
- LUMO energy: 0.45 eV
- Electronic energy: -20256.531 eV

XYZ file:
```
18
Properties=species:S:1:pos:R:3:lowdin_charge:R:1
S -1.067 -2.440 0.163 0.62
O 1.157 6.379 -0.540 -0.06
O 0.520 0.118 2.761 -0.06
O 1.274 -0.570 -3.979 -0.06
O 0.399 1.766 0.103 -0.07
C -1.601 -3.885 1.110 -0.48
H -0.827 -4.162 1.820 0.02
H -1.599 -4.688 0.377 0.02
H -2.538 -3.795 1.605 0.02
H 0.686 -0.825 2.666 0.03
H 1.994 6.644 -0.147 0.03
H 1.230 0.465 3.311 0.05
H 1.290 5.468 -0.819 0.03
H 0.223 1.314 0.937 -0.01
H -1.611 -1.345 0.698 -0.17
H -0.206 2.512 0.055 0.03
H 1.477 -0.262 -3.089 0.03
H 0.350 -0.841 -3.930 0.03
```

No. 2
This record from OMol25 describes a 5-piece molecular cluster, CH12O4S2 overall. The level of theory is wB97M-V/def2-TZVPD.

- Highest occupied orbital energy: -8.7 eV
- M: 152.237 g mol⁻¹
- Multiplicity: 1
- SMILES string: CSS.O.O.O.O
- Gap between HOMO and LUMO: 0.320 Eh
- ΔE to the lowest compared entry with this formula, charge and spin: 70.8 kJ/mol
- Total charge: 0
- LUMO energy: 0.01 eV
- Electronic energy: -31092.108 eV

XYZ file:
```
19
Properties=species:S:1:pos:R:3:lowdin_charge:R:1
S 2.084 -1.111 -0.626 0.43
S 1.570 0.557 0.528 0.37
O -1.472 0.813 1.952 -0.06
O 0.149 3.353 -1.375 -0.08
O -0.415 0.467 -2.059 -0.11
O -1.772 -1.337 0.067 -0.07
C 1.481 -2.391 0.496 -0.49
H -1.499 -0.583 0.625 -0.01
H -0.136 3.064 -0.501 0.00
H 0.398 -2.481 0.374 0.01
H -0.815 1.505 1.862 0.01
H 1.638 -2.208 1.554 0.03
H -2.687 -1.490 0.334 0.05
H -0.315 2.827 -2.035 0.02
H 0.187 -0.207 -2.367 -0.01
H 1.972 -3.325 0.238 0.03
H -0.801 0.096 -1.249 -0.01
H -2.303 1.247 1.748 0.06
H 2.737 1.204 0.434 -0.18
```

No. 3
This record from OMol25 describes CH12O5 as an isolated structure at a distorted geometry. The level of theory is wB97M-V/def2-TZVPD.

- Highest occupied orbital energy: -10.3 eV
- M: 104.102 g mol⁻¹
- Multiplicity: 1
- Gap between HOMO and LUMO: 0.136 Eh
- ΔE to the lowest compared entry with this formula, charge and spin: 934.9 kJ/mol
- Total charge: 0
- LUMO energy: -6.64 eV
- Electronic energy: -11459.796 eV

XYZ file:
```
18
Properties=species:S:1:pos:R:3:lowdin_charge:R:1
O 0.575 -0.733 -1.638 -0.05
O 1.055 1.591 -0.541 0.03
O -1.303 -1.214 -0.023 0.07
O -3.019 1.592 -0.197 -0.10
O -1.142 1.897 1.208 -0.09
C 2.336 -2.094 0.695 -0.06
H -0.541 -0.979 -0.665 -0.01
H -1.487 2.244 2.035 0.04
H -2.080 1.861 0.405 -0.04
H 2.211 -1.001 0.496 0.01
H 1.375 -2.597 0.547 0.01
H 2.653 -2.185 1.724 0.00
H 0.710 -0.682 -2.584 0.04
H 0.377 1.848 0.123 0.03
H -3.638 2.354 -0.376 0.06
H -1.804 -0.454 0.139 -0.01
H 3.056 -2.567 -0.012 0.03
H 0.664 1.119 -1.336 0.05
```

No. 4
This record from OMol25 describes a 5-piece molecular cluster, CH12O5 overall. The level of theory is wB97M-V/def2-TZVPD.

- Highest occupied orbital energy: -10.7 eV
- M: 104.102 g mol⁻¹
- Multiplicity: 1
- SMILES string: CO.O.O.O.O
- Gap between HOMO and LUMO: 0.409 Eh
- ΔE to the lowest compared entry with this formula, charge and spin: 93.8 kJ/mol
- Total charge: 0
- LUMO energy: 0.39 eV
- Electronic energy: -11468.513 eV

XYZ file:
```
18
Properties=species:S:1:pos:R:3:lowdin_charge:R:1
O 0.982 1.093 0.901 -0.06
O -1.166 0.182 -1.416 -0.07
O 1.052 -1.021 -2.351 -0.15
O -0.041 -0.163 3.335 -0.06
O -2.420 2.300 1.138 -0.06
C 1.238 -1.623 -1.055 -0.12
H -1.715 2.460 0.501 0.02
H 1.787 -2.555 -1.156 0.09
H 0.260 -1.638 -0.572 0.07
H 1.151 -1.638 -3.078 0.08
H -3.022 1.732 0.648 0.03
H 1.258 1.263 -0.005 0.05
H -1.891 -0.449 -1.374 0.04
H 0.329 0.269 2.553 -0.02
H 1.769 -0.911 -0.427 0.06
H -0.613 -0.129 -2.154 0.01
H 1.048 1.924 1.392 0.06
H -0.007 -1.099 3.120 0.03
```

No. 5
This record from OMol25 describes CH13MnO6 as an isolated structure at a distorted geometry. The level of theory is wB97M-V/def2-TZVPD.

- Highest occupied orbital energy (spin up / spin down): -13.7 / -13.7 eV
- M: 176.047 g mol⁻¹
- Multiplicity: 6
- Gap between HOMO and LUMO (spin up / spin down): 0.243 / 0.242 Eh
- Expectation value of S²: 8.755
- Total charge: +1
- LUMO energy (spin up / spin down): -7.12 / -7.15 eV
- Electronic energy: -44844.274 eV

XYZ file:
```
21
Properties=species:S:1:pos:R:3:lowdin_charge:R:1
Mn -2.700 1.158 -0.547 1.36
O -1.325 2.438 -1.442 -0.03
O 1.057 -0.336 -2.383 -0.03
O 2.605 -2.222 -0.347 -0.04
O -1.135 0.030 0.325 -0.43
O -1.403 1.149 3.114 -0.05
O 1.671 0.997 0.880 -0.03
C -0.879 -1.315 0.387 -0.25
H 2.528 -1.511 -0.983 0.01
H -1.644 3.176 -1.962 0.10
H -1.617 -1.932 -0.127 0.08
H 2.154 -1.896 0.432 0.00
H 2.019 0.197 1.274 0.03
H 0.923 -0.969 -3.089 0.06
H 0.347 -0.511 -1.766 -0.01
H 0.774 0.772 0.632 -0.03
H -0.372 2.511 -1.479 0.11
H -0.571 0.790 3.423 0.04
H 0.097 -1.626 0.015 0.06
H -1.513 0.780 2.237 -0.04
H -1.017 -1.680 1.405 0.09
```

No. 6
This record from OMol25 describes a 6-piece molecular cluster, CH13NO4 overall at a distorted geometry. The level of theory is wB97M-V/def2-TZVPD.

- Highest occupied orbital energy: -9.4 eV
- M: 103.118 g mol⁻¹
- Multiplicity: 1
- Gap between HOMO and LUMO: 0.138 Eh
- ΔE to the lowest compared entry with this formula, charge and spin: 961.0 kJ/mol
- Total charge: 0
- LUMO energy: -5.63 eV
- Electronic energy: -10918.691 eV

XYZ file:
```
19
Properties=species:S:1:pos:R:3:lowdin_charge:R:1
O -0.862 -1.381 2.088 -0.08
O -1.189 1.323 -3.762 -0.11
O -0.053 1.072 2.620 -0.22
O 0.138 -2.700 -1.118 -0.15
N 0.685 1.509 0.287 0.09
C 1.637 0.453 0.311 -0.11
H -1.761 -1.322 1.732 0.04
H -0.286 -0.477 -2.062 0.18
H -1.157 0.783 -2.930 -0.05
H -0.320 -2.073 -0.483 0.00
H 2.135 0.434 1.275 0.10
H 0.232 -1.847 -1.726 -0.03
H -0.644 -0.435 2.243 -0.04
H 1.026 -0.478 0.463 0.10
H 0.206 1.889 3.069 0.02
H 0.119 1.602 1.186 0.04
H 2.190 0.382 -0.631 0.10
H -0.695 0.670 -4.277 0.02
H 0.053 1.367 -0.508 0.09
```

No. 7
This record from OMol25 describes a 6-piece molecular cluster, CH13O5S overall at a distorted geometry. The level of theory is wB97M-V/def2-TZVPD.

- Highest occupied orbital energy: -3.5 eV
- M: 137.177 g mol⁻¹
- Multiplicity: 1
- Gap between HOMO and LUMO: 0.241 Eh
- ΔE to the lowest compared entry with this formula, charge and spin: 227.7 kJ/mol
- Total charge: -1
- LUMO energy: 3.04 eV
- Electronic energy: -22321.055 eV

XYZ file:
```
20
Properties=species:S:1:pos:R:3:lowdin_charge:R:1
S -0.536 -1.619 -0.854 0.10
O 2.372 -1.528 3.994 -0.18
O 1.325 2.997 1.722 -0.11
O -0.552 1.527 0.036 -0.18
O -0.687 2.206 -3.781 -0.10
O -4.217 -1.017 0.048 -0.02
C 1.278 -2.160 -0.865 -0.67
H -0.335 0.525 0.060 -0.06
H 0.593 2.475 1.211 0.04
H -4.318 -0.999 -0.859 -0.01
H 1.181 2.328 2.356 -0.03
H 2.201 -2.205 3.278 0.04
H 2.029 -1.325 -0.849 0.00
H 1.675 -2.854 -1.654 0.00
H 1.360 -2.711 0.093 -0.04
H 2.379 -0.522 3.510 0.14
H -0.264 1.723 -0.883 0.03
H -0.730 1.288 -3.449 0.03
H -1.417 2.746 -3.407 0.04
H -3.339 -0.875 0.292 -0.03
```

No. 8
This record from OMol25 describes a 6-piece molecular cluster, CH13O5S overall. The level of theory is wB97M-V/def2-TZVPD.

- Highest occupied orbital energy (spin up / spin down): -10.6 / -10.2 eV
- M: 137.177 g mol⁻¹
- Multiplicity: 2
- Gap between HOMO and LUMO (spin up / spin down): 0.399 / 0.256 Eh
- ΔE to the lowest compared entry with this formula, charge and spin: 42.5 kJ/mol
- Expectation value of S²: 0.753
- Total charge: 0
- LUMO energy (spin up / spin down): 0.24 / -3.26 eV
- Electronic energy: -22319.152 eV

XYZ file:
```
20
Properties=species:S:1:pos:R:3:lowdin_charge:R:1
S 0.484 -1.441 -0.853 0.71
O -1.002 1.772 4.139 -0.06
O -4.205 1.804 1.382 -0.06
O 3.025 0.657 -0.533 -0.08
O -1.403 0.739 0.530 -0.08
O 4.082 -2.534 -1.126 -0.06
C -0.071 -1.394 -2.541 -0.49
H 0.243 -0.486 -3.029 0.03
H 3.958 -1.625 -1.439 0.02
H -3.527 1.337 0.878 0.00
H 2.596 1.518 -0.572 0.04
H -1.137 -1.551 -2.613 0.04
H -0.642 0.335 0.093 -0.08
H 0.283 -2.305 -3.038 0.04
H -0.792 0.849 4.322 0.04
H 3.187 -2.774 -0.867 0.00
H 2.312 0.032 -0.726 -0.09
H -1.832 1.733 3.638 0.03
H -1.261 0.718 1.484 0.03
H -4.298 2.616 0.872 0.04
```